(1)
Density functional theory data (ωB97M-V/def2-TZVPD) for a structure of composition C34H37F2N2OSb2W.

Cartesian coordinates (Å):
1 W -0.939698 -1.060190 0.575755
2 C -0.105793 2.307553 2.307489
3 C 1.394954 2.601663 2.179237
4 C 2.249347 1.802835 1.177684
5 Sb 1.760059 -0.217794 0.659852
6 C 3.339926 -1.457836 1.254436
7 C 3.955235 -1.252471 2.487416
8 C 5.017007 -2.065436 2.859032
9 C 5.454559 -3.070085 2.006243
10 C 4.839067 -3.268702 0.776019
11 C 3.774841 -2.464607 0.392902
12 C 1.719072 -0.280628 -1.442299
13 C 2.770055 0.157048 -2.240491
14 C 2.649383 0.141283 -3.624588
15 C 1.478712 -0.308992 -4.220890
16 C 0.421580 -0.751561 -3.435892
17 C 0.551106 -0.735966 -2.054490
18 Sb -1.068497 1.826226 0.460341
19 C -3.067520 2.455488 0.383078
20 C -3.663625 3.186226 1.402577
21 C -4.990728 3.579886 1.268677
22 C -5.708224 3.240717 0.131410
23 C -5.107276 2.512495 -0.889618
24 C -3.783347 2.116801 -0.766536
25 C -0.105297 3.100736 -0.911194
26 C 0.276490 2.747984 -2.200142
27 C 0.834815 3.710306 -3.031726
28 C 1.008365 5.011194 -2.581946
29 C 0.611880 5.364898 -1.298341
30 C 0.050063 4.412767 -0.461341
31 H -0.612955 3.151203 2.775595
32 H -0.290666 1.442138 2.945551
33 H 1.825272 2.502662 3.176858
34 H 1.526482 3.648602 1.903561
35 H 3.283067 1.753471 1.521294
36 H 2.258486 2.285540 0.198223
37 H 3.633678 -0.459624 3.154117
38 H 5.509005 -1.906761 3.809140
39 H 6.288995 -3.694326 2.296183
40 H 5.201179 -4.038104 0.107046
41 H 3.320742 -2.599856 -0.583112
42 H 3.689416 0.513145 -1.790387
43 H 3.473838 0.479390 -4.238120
44 H 1.388381 -0.321445 -5.298837
45 H -0.489169 -1.107334 -3.900299
46 H -0.323907 -1.150689 -1.528583
47 H -3.117075 3.452449 2.299118
48 H -5.460785 4.155835 2.054398
49 H -6.738899 3.553346 0.032345
50 H -5.664678 2.272533 -1.785349
51 H -3.300230 1.598131 -1.592210
52 H 0.134681 1.743373 -2.573738
53 H 1.125479 3.442453 -4.039115
54 H 1.441139 5.755758 -3.236325
55 H 0.729431 6.383006 -0.952381
56 H -0.277220 4.710989 0.529403
57 O -2.549408 -1.653061 -0.762789
58 C -2.917292 -3.064061 -0.835345
59 C -1.695348 -3.859664 -0.487354
60 C -1.633523 -5.209971 -0.769533
61 C -0.500852 -5.923738 -0.409831
62 C 0.547046 -5.258366 0.215201
63 C 0.421002 -3.911462 0.464721
64 N -0.684856 -3.211206 0.128812
65 H -3.314969 -1.080660 -0.927344
66 H -3.254119 -3.279220 -1.848091
67 H -3.724138 -3.249690 -0.124275
68 H -2.462091 -5.697994 -1.266177
69 H -0.435109 -6.983164 -0.620278
70 H 1.451775 -5.774072 0.504530
71 H 1.223464 -3.359485 0.939736
72 N -0.658801 -1.763608 2.647850
73 H 0.305135 -1.975290 2.900218
74 H -1.195806 -2.618630 2.801671
75 H -1.005875 -1.098801 3.341614
76 F -3.286989 -1.709329 2.039841
77 C -2.750354 -0.486370 1.677259
78 F -2.533400 0.209758 2.831980
79 H -3.515657 0.050363 1.110537

Cartesian forces, eV/Å:
-0.332 0.027 0.356
0.011 -0.006 -0.013
0.010 -0.008 0.007
0.035 0.000 -0.009
-0.294 0.114 -0.046
-0.050 -0.028 0.030
-0.030 -0.020 0.012
0.005 0.003 0.014
-0.001 -0.003 -0.007
-0.002 0.001 0.000
0.028 0.023 0.002
0.002 -0.050 0.053
0.008 0.032 0.017
-0.009 -0.003 0.003
0.018 0.015 0.011
-0.036 -0.030 0.004
0.154 -0.043 -0.285
0.085 -0.183 -0.232
0.036 0.018 0.109
-0.042 -0.061 0.007
0.012 0.002 0.021
-0.010 -0.003 -0.018
0.007 -0.009 0.000
0.010 0.051 0.010
-0.037 0.007 0.043
-0.019 -0.002 -0.008
0.005 -0.016 -0.010
-0.005 -0.008 0.008
0.004 -0.004 -0.005
0.011 0.002 -0.006
-0.017 0.000 -0.018
0.008 0.013 0.026
-0.001 -0.020 -0.001
0.005 0.006 0.015
0.005 -0.005 -0.020
-0.030 -0.004 -0.004
0.005 0.003 0.003
0.000 -0.002 0.000
0.000 0.001 0.001
0.001 0.001 0.000
0.001 -0.007 0.000
0.006 0.000 -0.011
-0.001 0.001 -0.002
0.005 0.001 0.000
0.007 -0.004 -0.003
0.142 0.005 0.073
-0.003 0.006 0.001
-0.001 -0.002 0.000
0.002 0.002 0.001
-0.004 0.003 0.001
-0.006 -0.006 -0.011
-0.004 0.007 0.005
0.002 0.008 -0.001
0.000 0.002 0.002
0.001 0.000 -0.001
-0.002 0.006 0.000
0.122 0.111 0.041
0.004 0.037 -0.019
0.015 -0.003 -0.023
0.020 -0.044 -0.013
-0.024 0.014 -0.005
0.006 0.023 0.002
0.024 -0.017 0.017
-0.097 0.109 0.016
-0.051 -0.026 -0.009
-0.011 -0.010 0.003
-0.006 0.002 -0.004
-0.002 0.008 0.000
0.004 0.000 0.002
0.000 -0.001 -0.001
0.003 -0.003 0.000
0.188 0.008 -0.051
-0.008 -0.039 0.004
-0.040 0.021 -0.007
0.014 0.032 -0.019
0.007 -0.006 -0.004
0.145 -0.024 -0.093
0.002 -0.036 0.009
-0.010 0.011 0.032

Properties
F_max	0.5	eV Å⁻¹
net charge	+3
2S+1	3
energy above the lowest of the compared OMol25 structures with the same formula, charge and spin	0.0	kJ/mol
molecular weight	955.04	Da

***

(2)
Density functional theory data (ωB97M-V/def2-TZVPD) for a structure of composition C28H30N6O5ReS3 at a distorted geometry.

Cartesian coordinates (Å):
1 Re 0.348484 0.537080 0.715169
2 N -3.127944 1.247879 3.430836
3 C -1.964966 0.884767 2.814204
4 S -1.025843 2.132547 2.033768
5 N -1.548379 -0.331453 2.918785
6 N -0.380096 -0.553274 2.255009
7 C 0.355430 -1.582797 2.704486
8 C -0.150532 -2.533334 3.720136
9 C 0.395060 -2.559860 5.000712
10 C -0.074530 -3.460026 5.945670
11 C -1.090437 -4.345253 5.618294
12 C -1.642165 -4.320035 4.345059
13 C -1.178626 -3.416558 3.402342
14 C 1.674383 -1.575691 2.226799
15 C 2.700536 -2.446821 2.651404
16 C 3.990388 -2.210828 2.275279
17 C 4.269379 -1.100595 1.446715
18 C 3.243779 -0.314953 1.014063
19 N 1.943852 -0.535032 1.354243
20 H -3.576317 2.079197 3.090062
21 H -3.724659 0.487064 3.714145
22 H 1.182147 -1.859677 5.252754
23 H 0.351288 -3.465799 6.941291
24 H -1.453095 -5.053235 6.352613
25 H -2.435345 -5.009953 4.084655
26 H -1.610693 -3.390651 2.409227
27 H 2.443341 -3.278513 3.292161
28 H 4.794104 -2.849771 2.615919
29 H 5.279462 -0.874190 1.137701
30 H 3.423906 0.521767 0.356511
31 O 0.749332 2.547468 -4.615730
32 C 1.855202 1.820759 -4.384164
33 C 2.811672 1.731259 -5.393401
34 C 3.954729 0.978286 -5.210218
35 C 4.168311 0.290644 -4.018920
36 C 3.234150 0.389106 -3.007667
37 C 2.078419 1.155844 -3.167891
38 C 1.145767 1.269465 -2.035114
39 O 1.577094 0.972207 -0.851468
40 N -0.071690 1.675025 -2.246509
41 N -0.867544 1.639549 -1.112199
42 C -1.966124 2.292322 -1.311388
43 S -2.158693 3.091364 -2.879793
44 C -3.772314 3.828532 -2.487255
45 C -4.498800 2.854827 -1.595724
46 S -3.344232 2.387916 -0.250792
47 H 0.147147 2.444035 -3.849299
48 H 2.630911 2.260293 -6.320103
49 H 4.688316 0.924515 -6.004682
50 H 5.060176 -0.305939 -3.881389
51 H 3.381033 -0.129327 -2.069179
52 H -4.290500 4.002553 -3.429465
53 H -3.605058 4.777283 -1.978208
54 H -4.795180 1.956634 -2.138063
55 H -5.371538 3.303307 -1.122108
56 C -1.751201 -1.697713 -3.784718
57 C -0.905797 -2.246039 -2.645138
58 C -1.099258 -3.734136 -2.397873
59 O -1.064834 -1.458349 -1.427533
60 H -1.396976 -2.110740 -4.729138
61 H -1.656709 -0.611203 -3.829978
62 H -2.797931 -1.965683 -3.659710
63 H 0.143563 -2.061601 -2.872410
64 H -2.142698 -3.965913 -2.201829
65 H -0.496274 -4.059812 -1.549335
66 H -0.779604 -4.286150 -3.282051
67 C -4.460151 -1.826008 -0.471788
68 O -3.233982 -2.013371 -1.188975
69 C -2.199534 -1.279951 -0.766073
70 O -2.264273 -0.489657 0.145162
71 H -5.015111 -2.754642 -0.568619
72 H -5.020452 -1.003550 -0.915740
73 H -4.258478 -1.601916 0.572763

Cartesian forces, eV/Å:
-0.207 1.737 -0.040
-0.083 -0.081 0.080
0.251 0.336 -0.116
0.819 -1.129 -0.542
-0.518 -0.241 0.146
0.273 0.012 -0.248
0.056 0.048 0.087
0.037 0.039 0.038
-0.040 0.001 -0.084
0.020 -0.026 0.057
0.008 -0.001 0.037
-0.032 -0.011 -0.069
0.029 -0.046 0.032
-0.269 0.102 -0.024
0.261 -0.139 -0.065
-0.150 -0.046 0.067
-0.133 0.058 -0.090
0.354 0.063 -0.171
-0.398 -0.095 0.766
-0.038 -0.005 0.010
-0.004 0.056 0.010
0.000 -0.005 0.017
0.000 -0.009 -0.011
-0.001 0.012 0.004
0.001 0.009 0.008
-0.002 0.023 0.007
-0.014 0.009 0.008
-0.032 -0.041 -0.004
-0.006 0.037 0.002
-0.064 0.022 0.020
0.106 0.071 -0.259
-0.122 -0.115 0.114
0.016 0.038 -0.109
-0.043 0.026 0.010
0.051 -0.046 0.029
0.045 0.052 -0.041
0.075 0.038 0.086
-0.396 0.203 -0.002
-0.109 -0.555 -0.006
0.374 -0.031 -0.246
-0.374 0.154 0.664
0.388 -0.334 -0.503
-0.359 0.036 0.096
0.305 0.009 -0.041
0.168 -0.089 0.307
-0.102 0.097 0.040
0.023 -0.047 0.071
-0.010 0.008 0.020
-0.012 -0.010 -0.009
-0.012 -0.002 -0.007
0.003 0.032 0.012
-0.026 -0.007 0.006
-0.087 0.025 -0.017
-0.017 0.025 -0.025
-0.014 -0.025 0.016
0.059 0.070 0.201
-0.155 -0.159 -0.183
0.041 0.189 0.103
-0.027 -0.136 -0.050
0.020 -0.018 0.007
0.007 0.001 -0.024
-0.052 0.009 -0.018
0.027 0.044 0.046
-0.048 -0.036 -0.005
0.002 -0.014 -0.024
0.017 0.006 -0.003
-0.039 0.072 0.091
0.211 -0.233 -0.201
-0.046 0.508 0.221
-0.039 -0.534 -0.254
0.008 0.005 -0.049
0.015 0.004 0.005
0.009 -0.023 -0.004

Properties
F_max	1.8	eV Å⁻¹
2S+1	2
energy above the lowest of the compared OMol25 structures with the same formula, charge and spin	150.8	kJ/mol
molecular weight	812.99	Da

***

(3)
Density functional theory data (ωB97M-V/def2-TZVPD) for a structure of composition C2H4N2O2 at a distorted geometry.

Cartesian coordinates (Å):
1 C 0.021420 -0.310613 0.097183
2 C 1.525624 -0.288819 0.013996
3 H 0.467079 1.677743 -0.572785
4 H -1.031955 1.224558 1.050406
5 H 2.032893 0.712873 0.194238
6 H -2.060027 -0.208112 -0.552146
7 N -0.487580 0.962743 -0.129717
8 N -0.739331 -1.360808 0.073069
9 O 2.321115 -1.232009 -0.094161
10 O -2.049242 -1.177555 -0.080080

Cartesian forces, eV/Å:
0.321 -0.437 -1.436
2.984 -2.879 1.072
-4.201 -2.392 2.575
2.386 -0.033 -4.733
-0.980 -0.398 -0.385
-0.636 -2.461 1.417
0.141 3.512 2.496
2.555 -0.647 0.748
-2.448 1.917 -0.060
-0.122 3.818 -1.695

Properties
F_max	5.5	eV Å⁻¹
2S+1	1
energy above the lowest of the compared OMol25 structures with the same formula, charge and spin	617.5	kJ/mol
molecular weight	88.07	Da